No. 1
{
  "formula": "C42H48ClF6N9O6PtS3",
  "method": "ωB97M-V/def2-TZVPD",
  "symbols": ["Pt", "C", "C", "C", "C", "C", "N", "C", "C", "C", "C", "C", "C", "C", "N", "C", "C", "C", "N", "C", "C", "N", "C", "C", "C", "N", "H", "H", "H", "H", "H", "H", "H", "H", "H", "H", "H", "H", "H", "H", "H", "H", "H", "H", "O", "S", "C", "C", "C", "C", "H", "H", "H", "H", "H", "H", "H", "H", "C", "C", "C", "C", "C", "O", "C", "C", "C", "C", "C", "C", "Cl", "C", "C", "C", "N", "C", "N", "C", "N", "H", "H", "H", "H", "H", "H", "H", "H", "H", "H", "H", "H", "H", "H", "H", "H", "H", "H", "H", "H", "H", "H", "F", "C", "F", "F", "S", "O", "O", "N", "S", "O", "O", "C", "F", "F", "F"],
  "xyz": [[-0.58673, 1.82536, -0.21291], [3.37090, 7.42259, -1.79889], [2.82388, 6.08714, -1.38585], [3.31980, 5.42334, -0.26174], [2.77357, 4.23184, 0.15457], [1.74807, 3.60851, -0.56842], [1.31609, 2.33488, -0.19067], [2.23952, 1.41035, 0.31263], [3.46930, 1.30146, -0.35774], [4.47180, 0.45980, 0.06715], [4.29629, -0.35252, 1.18829], [5.37440, -1.28180, 1.66830], [3.07185, -0.29209, 1.83021], [2.05146, 0.56229, 1.41027], [0.77671, 0.40374, 2.04883], [0.51147, -0.20799, 3.22299], [-0.80842, 0.00245, 3.54101], [-1.30959, 0.77771, 2.50710], [-0.34100, 1.03196, 1.62922], [1.24837, 4.27224, -1.68330], [1.76935, 5.50533, -2.06707], [0.14718, 3.75137, -2.43775], [-0.26552, 4.21295, -3.63169], [-1.46899, 3.62647, -3.94661], [-1.74230, 2.79129, -2.87943], [-0.75541, 2.84305, -1.98108], [4.45241, 7.45543, -1.67492], [2.94606, 8.21684, -1.18210], [3.13884, 7.64659, -2.83864], [4.12206, 5.86944, 0.31256], [3.14384, 3.74320, 1.04524], [3.62566, 1.92619, -1.22716], [5.40448, 0.42623, -0.48176], [6.34003, -1.01243, 1.24562], [5.16039, -2.31241, 1.37677], [5.46044, -1.25688, 2.75421], [2.91633, -0.93921, 2.68133], [1.27761, -0.70736, 3.78576], [-1.32665, -0.33039, 4.42250], [-2.29315, 1.18743, 2.36213], [1.33379, 6.05192, -2.89099], [0.32466, 4.91471, -4.19100], [-2.06276, 3.78587, -4.82851], [-2.59464, 2.15889, -2.71171], [-2.43111, 0.70873, -0.08018], [-3.66722, 0.66750, -1.02500], [-5.09860, 1.00113, 0.04808], [-5.84506, -0.31770, 0.25497], [-4.80989, -1.43326, 0.14416], [-4.02049, -1.09963, -1.11366], [-5.68428, 1.80028, -0.40044], [-4.64516, 1.37219, 0.96593], [-6.60804, -0.43974, -0.51536], [-6.35279, -0.31417, 1.21827], [-5.26773, -2.41836, 0.06957], [-4.14473, -1.43645, 1.01079], [-4.61863, -1.23880, -2.01799], [-3.06864, -1.61345, -1.23472], [-0.02515, -6.16199, -1.70422], [0.16058, -4.69181, -2.11146], [0.24926, -4.63792, -3.64131], [-1.11173, -3.95997, -1.65617], [1.46485, -4.08174, -1.48819], [2.60062, -4.88268, -1.78769], [1.39279, -3.81982, 0.03094], [1.57811, -5.02773, 0.97246], [0.57791, -5.03427, 2.10513], [-0.06695, -6.20303, 2.49212], [-0.98860, -6.20869, 3.53111], [-1.26847, -5.02767, 4.19607], [-2.42232, -5.01226, 5.48616], [-0.63248, -3.84955, 3.83622], [0.28064, -3.86315, 2.79560], [1.91758, -2.77549, -2.18747], [1.02909, -1.61425, -2.03798], [0.86569, -0.84379, -0.97714], [0.00472, 0.13567, -1.27422], [-0.31708, -0.11339, -2.58605], [0.28544, -1.15944, -3.06695], [-0.89999, -6.55564, -2.22317], [-0.21239, -6.28188, -0.63828], [0.81202, -6.79602, -2.00184], [-0.56812, -5.21812, -4.07060], [1.18449, -5.07229, -3.99586], [0.16280, -3.62096, -4.03014], [-1.95595, -4.32428, -2.24484], [-1.05449, -2.88317, -1.81260], [-1.33974, -4.15136, -0.60466], [2.46027, -5.78170, -1.47516], [0.43812, -3.34227, 0.25896], [2.17451, -3.09194, 0.27224], [2.59250, -5.01636, 1.37649], [1.49698, -5.97207, 0.43816], [0.14999, -7.13150, 1.97732], [-1.48745, -7.12213, 3.82343], [-0.85413, -2.93942, 4.37780], [0.77461, -2.94069, 2.51518], [2.03261, -2.92703, -3.25651], [2.88768, -2.50414, -1.77496], [1.33792, -1.03704, -0.03468], [-1.00000, 0.46767, -3.17207], [-5.13699, 3.87074, 1.31616], [-3.94482, 3.97097, 1.89947], [-3.93483, 5.00100, 2.69674], [-3.70722, 2.84044, 2.57146], [-2.73800, 4.17313, 0.46816], [-3.28508, 3.33721, -0.56021], [-2.61352, 5.57833, 0.30404], [-1.26573, 3.50030, 0.84648], [-0.48179, 4.18729, 2.16976], [0.71758, 3.45609, 2.39831], [-1.46958, 4.35191, 3.18191], [0.03472, 5.94795, 1.71667], [1.24250, 6.13014, 2.22658], [-0.80928, 6.78918, 2.26606], [0.07621, 6.12659, 0.40600]],
  "total_energy_ev": -134593.8101,
  "e_above_lowest_kj_mol": 3.19,
  "e_homo_ha": -0.4666,
  "orbital_gap_ev": 6.3,
  "charge": 2
}



No. 2
{
  "formula": "C2H4N2S3",
  "method": "ωB97M-V/def2-TZVPD",
  "symbols": ["C", "C", "N", "N", "S", "S", "S", "H", "H", "H", "H"],
  "xyz": [[-0.94801, 0.86262, -1.22812], [0.24549, 0.25767, 1.02560], [-0.54035, -0.25310, -1.44609], [-0.19201, -0.88804, 0.44034], [-0.70996, 1.70116, 0.31539], [2.00665, 0.51106, 0.83627], [0.55495, -2.28727, 0.36324], [-1.57257, 1.46254, -1.97433], [-0.01728, 0.25024, 2.12929], [1.72099, 1.25490, -0.25739], [-0.54790, -2.87179, -0.20421]],
  "total_energy_ev": -37620.6549,
  "e_above_lowest_kj_mol": 363.67,
  "e_homo_ha": [-0.3053, -0.3064],
  "orbital_gap_ev": [7.8, 7.7]
}



No. 3
{
  "formula": "C10H10BrNO",
  "method": "ωB97M-V/def2-TZVPD",
  "symbols": ["N", "C", "C", "Br", "C", "C", "C", "C", "C", "C", "H", "H", "H", "H", "H", "H", "C", "C", "O", "H", "H", "H", "H"],
  "xyz": [[1.75148, -0.72516, -2.59177], [1.11310, -0.85268, -1.57615], [0.42045, -1.28181, -0.54894], [1.53578, -2.14286, 0.77383], [-0.98274, -1.04584, -0.27229], [-1.73562, -0.31093, -1.19390], [-3.07509, -0.07150, -0.96668], [-3.69032, -0.55638, 0.17783], [-2.95056, -1.28193, 1.09499], [-1.60767, -1.52602, 0.87594], [2.30140, 0.09732, -2.79896], [-1.25709, 0.06795, -2.08591], [-3.64435, 0.49797, -1.68628], [-4.73919, -0.36872, 0.35152], [-3.42051, -1.66329, 1.98976], [-1.04437, -2.09361, 1.60171], [2.65063, 2.00729, 1.50757], [3.44036, 1.75204, 0.27007], [2.98797, 1.62979, -0.83413], [3.02012, 2.91156, 1.98804], [1.59181, 2.10852, 1.28090], [2.80338, 1.17957, 2.19833], [4.53105, 1.66870, 0.44453]],
  "total_energy_ev": -84110.6243,
  "e_above_lowest_kj_mol": 153.29,
  "e_homo_ha": -0.2923,
  "orbital_gap_ev": 8.4,
  "smiles": "N=C=C(Br)c1ccccc1.CC=O"
}



No. 4
{
  "formula": "C6H12P2",
  "method": "ωB97M-V/def2-TZVPD",
  "symbols": ["C", "C", "C", "C", "C", "C", "P", "P", "H", "H", "H", "H", "H", "H", "H", "H", "H", "H", "H", "H"],
  "xyz": [[-1.11879, -0.05071, -0.08745], [-0.98864, -2.55369, 0.04028], [2.24182, 1.85913, 0.34264], [-0.90089, -1.30068, -0.90091], [0.04061, 0.51150, 0.66107], [0.90018, 1.42961, -0.28587], [-2.90839, 0.12143, 0.87551], [-2.34961, 1.15273, -0.73921], [-0.73652, -3.42900, -0.44615], [-1.96508, -2.52340, 0.44286], [-0.20972, -2.29937, 0.71618], [2.24127, 2.14294, 1.36894], [2.90410, 2.55095, -0.22483], [2.76001, 0.93859, 0.31062], [-1.66065, -1.24531, -1.59345], [-0.01212, -1.39740, -1.42275], [-0.27533, 1.24393, 1.55151], [0.62660, -0.31043, 1.18754], [1.26886, 1.03027, -1.19740], [0.14230, 2.12891, -0.59912]],
  "total_energy_ev": -24991.6898,
  "e_above_lowest_kj_mol": 57.20,
  "e_homo_ha": -0.3123,
  "orbital_gap_ev": 7.8
}



| no. | molecular weight (g/mol) |
| --- | --- |
| 1 | 1215.6 |
| 2 | 152.3 |
| 3 | 240.1 |
| 4 | 146.1 |